The molecule C6H10O4 in a non-equilibrium geometry. Source: OMol25; level of theory: ωB97M-V/def2-TZVPD.

Positions of all 20 atoms, in Å:
O1 -2.2351 1.4244 -0.8388
C1 -1.6976 0.4871 0.0972
C2 -1.5976 -0.8178 -0.6199
O2 -0.3009 -0.8415 -1.1995
C3 0.4845 0.1868 -0.7863
C4 -0.2385 0.8134 0.4602
O3 0.1702 -0.0681 1.5599
C5 1.1165 -1.0023 1.1854
C6 1.6871 -0.5553 -0.1370
O4 2.6976 0.3059 0.2950
H1 -3.0699 1.9408 -0.5233
H2 -2.3303 0.4160 0.9660
H3 -1.8926 -1.6254 0.1023
H4 -2.2999 -0.8720 -1.4674
H5 0.8167 0.7108 -1.6409
H6 -0.1514 1.8136 0.7804
H7 1.9746 -1.0029 1.9012
H8 0.6411 -2.0742 1.2554
H9 2.0580 -1.4017 -0.6968
H10 3.0744 0.8576 -0.4067

Output
Total charge ... 0
Gap between HOMO and LUMO ... 10.053 eV
Energy relative to the best compared isomer or geometry (same formula, charge and spin) ... 50.5 kcal/mol
SMILES ... O[C@H]1CO[C@H]2[C@@H]1OC[C@@H]2O
LUMO ... 0.65 eV
Spin multiplicity ... 1

Atom charges from the Löwdin analysis, given in e for atoms 1 to 4: -0.0467, -0.3087, -0.1245, -0.0577